{
  "formula": "C55H116N3O26P2",
  "method": "wB97M-V/def2-TZVPD",
  "elements": ["C", "C", "O", "N", "H", "H", "C", "H", "H", "H", "H", "H", "H", "C", "C", "O", "N", "H", "H", "C", "H", "H", "H", "H", "H", "H", "C", "C", "C", "C", "N", "C", "C", "C", "C", "C", "H", "H", "H", "H", "H", "H", "H", "H", "H", "H", "H", "H", "H", "H", "H", "H", "H", "H", "H", "H", "C", "C", "C", "C", "P", "C", "C", "C", "C", "C", "C", "C", "C", "C", "C", "C", "C", "H", "H", "H", "H", "H", "H", "H", "H", "H", "H", "H", "H", "H", "H", "H", "H", "H", "H", "H", "H", "H", "H", "H", "H", "H", "H", "H", "H", "H", "H", "H", "H", "H", "H", "H", "H", "C", "C", "C", "C", "P", "C", "C", "C", "C", "C", "C", "C", "C", "C", "C", "C", "C", "H", "H", "H", "H", "H", "H", "H", "H", "H", "H", "H", "H", "H", "H", "H", "H", "H", "H", "H", "H", "H", "H", "H", "H", "H", "H", "H", "H", "H", "H", "H", "H", "H", "H", "H", "H", "O", "C", "O", "O", "H", "O", "C", "O", "O", "H", "O", "C", "O", "O", "H", "O", "C", "O", "O", "H", "O", "C", "O", "O", "H", "O", "C", "O", "O", "H", "O", "C", "O", "O", "H", "O", "C", "O", "O", "H"],
  "positions_angstrom": [[-0.722, 21.698, 8.721], [-0.017, 22.147, 10.032], [-0.273, 21.768, 11.094], [1.105, 23.130, 9.802], [1.449, 23.014, 8.860], [0.781, 24.087, 9.813], [2.369, 22.956, 10.704], [-0.055, 21.258, 7.979], [-1.093, 22.571, 8.185], [-1.517, 20.974, 8.900], [1.997, 23.317, 11.664], [3.144, 23.538, 10.205], [2.471, 21.871, 10.681], [3.512, 18.695, 9.860], [2.262, 17.872, 10.180], [1.147, 18.355, 10.079], [2.470, 16.438, 10.541], [1.577, 16.022, 10.316], [3.194, 15.923, 10.062], [2.794, 16.148, 11.962], [3.386, 19.755, 9.643], [3.993, 18.118, 9.070], [4.239, 18.625, 10.669], [2.112, 16.726, 12.585], [3.839, 16.286, 12.240], [2.510, 15.114, 12.158], [-1.480, 16.495, 11.978], [-2.295, 17.770, 12.254], [-1.544, 18.868, 12.871], [-0.902, 18.613, 14.248], [-0.157, 19.840, 14.945], [0.359, 19.488, 16.380], [0.458, 20.857, 17.055], [-0.753, 21.683, 16.618], [-1.173, 20.972, 15.321], [1.069, 20.335, 14.147], [-0.412, 16.633, 11.804], [-1.874, 15.949, 11.122], [-1.534, 15.785, 12.804], [-3.243, 17.497, 12.717], [-2.537, 18.180, 11.273], [-2.181, 19.696, 13.183], [-0.815, 19.202, 12.134], [-0.133, 17.849, 14.131], [-1.603, 18.319, 15.029], [1.312, 18.970, 16.278], [-0.184, 18.771, 16.996], [1.365, 21.334, 16.681], [0.434, 20.689, 18.132], [-0.513, 22.729, 16.429], [-1.578, 21.591, 17.324], [-1.186, 21.637, 14.457], [-2.147, 20.523, 15.513], [1.804, 19.530, 14.174], [1.572, 21.205, 14.568], [0.808, 20.691, 13.150], [-2.459, 9.476, 15.991], [-1.701, 8.380, 15.184], [-0.631, 8.956, 14.247], [0.324, 7.735, 13.836], [1.602, 8.225, 12.708], [2.586, 6.751, 12.354], [1.783, 5.602, 11.707], [2.647, 4.475, 11.086], [1.903, 3.265, 10.604], [0.660, 8.701, 11.148], [1.628, 8.651, 9.964], [0.854, 8.774, 8.576], [0.281, 10.155, 8.288], [2.703, 9.580, 13.137], [2.141, 10.938, 13.092], [3.083, 12.036, 13.630], [4.186, 12.363, 12.711], [-1.690, 9.885, 16.646], [-3.247, 9.052, 16.613], [-2.767, 10.280, 15.322], [-2.360, 7.924, 14.445], [-1.158, 7.692, 15.832], [-0.113, 9.756, 14.776], [-1.126, 9.323, 13.348], [-0.294, 7.022, 13.292], [0.888, 7.350, 14.686], [3.073, 6.522, 13.303], [3.424, 7.036, 11.718], [1.016, 5.922, 11.003], [1.200, 5.051, 12.445], [3.453, 4.183, 11.759], [3.210, 4.853, 10.232], [1.012, 3.475, 10.012], [1.521, 2.664, 11.429], [2.511, 2.651, 9.939], [0.295, 9.719, 11.287], [-0.181, 8.014, 11.049], [2.013, 7.641, 9.827], [2.405, 9.410, 10.060], [0.119, 7.991, 8.391], [1.638, 8.583, 7.843], [-0.179, 10.156, 7.300], [1.041, 10.936, 8.275], [-0.367, 10.557, 9.067], [3.585, 9.598, 12.497], [2.921, 9.406, 14.190], [1.259, 11.063, 13.719], [1.737, 11.143, 12.101], [3.475, 11.812, 14.622], [2.551, 12.974, 13.790], [3.906, 12.289, 11.660], [5.055, 11.733, 12.899], [4.353, 13.439, 12.769], [4.964, 17.905, -0.529], [6.368, 17.489, -0.101], [6.457, 17.334, 1.417], [7.861, 17.411, 1.904], [8.248, 16.688, 3.571], [7.478, 14.950, 3.558], [7.954, 13.934, 4.683], [7.258, 12.568, 4.398], [5.749, 12.532, 4.432], [10.096, 16.684, 3.736], [10.883, 16.032, 2.567], [12.243, 15.517, 2.943], [13.003, 15.044, 1.760], [7.590, 17.475, 4.961], [6.052, 17.603, 5.098], [5.670, 18.354, 6.372], [6.137, 19.770, 6.627], [4.228, 17.116, -0.687], [4.954, 18.301, -1.545], [4.504, 18.683, 0.080], [7.121, 18.217, -0.403], [6.663, 16.578, -0.621], [5.973, 16.414, 1.747], [5.960, 18.211, 1.832], [7.984, 18.493, 1.854], [8.489, 16.937, 1.150], [7.713, 14.521, 2.584], [6.399, 15.082, 3.638], [7.641, 14.253, 5.677], [9.030, 13.774, 4.750], [7.588, 11.911, 5.203], [7.649, 12.162, 3.465], [5.433, 13.204, 5.229], [5.262, 11.590, 4.686], [5.185, 12.910, 3.580], [10.145, 16.170, 4.696], [10.343, 17.734, 3.888], [10.868, 16.611, 1.644], [10.306, 15.151, 2.286], [12.046, 14.729, 3.671], [12.780, 16.329, 3.432], [13.414, 15.810, 1.104], [12.414, 14.372, 1.135], [13.910, 14.527, 2.076], [7.974, 18.494, 4.914], [8.006, 16.950, 5.821], [5.644, 16.609, 5.277], [5.628, 18.107, 4.228], [6.036, 17.891, 7.288], [4.598, 18.311, 6.566], [7.164, 19.724, 6.990], [5.621, 20.323, 7.412], [6.101, 20.329, 5.693], [6.698, 17.758, 10.507], [8.013, 17.601, 10.180], [8.403, 16.650, 9.494], [9.018, 18.280, 10.477], [6.635, 18.524, 11.082], [6.175, 15.327, 7.709], [4.928, 15.027, 8.092], [4.697, 15.052, 9.316], [3.982, 14.785, 7.274], [6.344, 15.404, 8.651], [3.870, 21.853, 6.097], [2.754, 21.718, 6.777], [2.145, 22.716, 7.221], [2.434, 20.572, 7.149], [3.918, 20.902, 6.219], [4.161, 21.457, 12.599], [5.441, 21.229, 12.529], [6.212, 22.203, 12.663], [5.836, 20.024, 12.334], [4.179, 22.370, 12.897], [-0.659, 13.084, 8.681], [0.221, 14.042, 8.967], [1.071, 14.403, 8.112], [0.305, 14.377, 10.178], [-0.972, 12.798, 9.542], [-0.318, 13.068, 12.828], [-1.355, 12.359, 12.405], [-1.349, 11.909, 11.226], [-2.246, 12.078, 13.215], [0.322, 13.080, 12.112], [0.549, 18.531, 6.624], [1.144, 17.302, 6.508], [0.640, 16.293, 5.985], [2.297, 16.955, 6.911], [1.223, 19.135, 6.945], [2.535, 14.833, 16.282], [2.703, 15.752, 15.373], [3.765, 15.673, 14.752], [1.950, 16.714, 15.174], [3.473, 14.776, 16.084]],
  "mulliken_charge": [-1.02, 0.56, -0.40, 0.14, 0.24, 0.41, -0.64, 0.13, 0.43, 0.32, 0.40, 0.33, 0.13, 0.51, 0.26, -0.59, 2.00, -0.19, -0.27, -0.58, -0.22, -0.52, 0.26, 0.10, 0.44, -0.02, -0.88, -1.02, 0.33, -0.79, 0.59, -0.65, -0.61, -0.67, -0.63, -1.00, -0.04, 0.52, 0.37, 0.37, 0.31, 0.44, -0.12, 0.33, 0.37, 0.30, 0.51, 0.27, 0.47, 0.31, 0.31, 0.39, 0.38, 0.33, 0.42, 0.09, -1.26, -0.67, -0.21, -1.13, 1.14, -1.24, -0.69, -0.47, -1.36, -0.51, -0.33, -0.82, -1.04, -0.83, 0.08, -0.41, -1.62, 0.32, 0.39, 0.31, 0.37, 0.33, 0.34, 0.21, 0.48, 0.52, 0.73, 0.49, 0.31, 0.39, 0.36, 0.34, 0.33, 0.33, 0.38, -0.15, 0.82, 0.01, 0.35, 0.35, 0.41, 0.41, 0.32, 0.15, 0.42, 0.41, 0.06, 0.11, 0.47, 0.02, 0.39, 0.40, 0.47, -1.35, -0.61, -0.21, -1.21, 1.19, -1.26, -0.33, -0.60, -1.08, -1.01, -0.82, -0.30, -1.37, -0.97, -0.18, 1.19, -2.42, 0.34, 0.38, 0.35, 0.41, 0.37, 0.26, 0.23, 0.44, 0.34, 0.75, 0.62, 0.15, 0.30, 0.38, 0.35, 0.19, 0.38, 0.28, 0.56, 0.67, 0.37, 0.35, 0.34, 0.33, 0.33, 0.35, 0.39, 0.65, 0.38, 0.05, 0.08, -0.37, -0.06, 0.45, 0.53, 0.48, -0.05, 0.47, -0.74, -0.79, 0.28, -0.20, 0.40, -0.97, -0.59, 0.11, -0.54, 0.50, -1.00, -0.32, 0.20, -0.18, 0.47, -0.78, -0.73, 0.17, -0.59, 0.23, -0.66, -0.37, 0.40, -0.27, 0.75, -0.81, -0.85, 0.09, -0.47, 0.61, -0.43, -0.11, 0.41, -0.55, 0.81, -0.75, -0.73, 0.29],
  "total_charge": -2,
  "multiplicity": 2,
  "e_lumo_ev": 2.53,
  "s_squared": 0.757,
  "gap_ev": 2.8,
  "molar_mass_g_mol": 1297.476,
  "homo_ev": -0.29,
  "fmax_ev_per_a": 7.61
}



{
  "formula": "C4H7N3S",
  "method": "wB97M-V/def2-TZVPD",
  "elements": ["N", "C", "C", "C", "C", "N", "N", "S", "H", "H", "H", "H", "H", "H", "H"],
  "positions_angstrom": [[-2.381, 0.289, 0.229], [-1.002, 0.510, -0.048], [-0.190, 1.638, -0.153], [1.178, 1.169, -0.012], [1.170, -0.189, 0.056], [2.184, -1.109, 0.157], [-0.192, -0.589, 0.019], [-0.775, -2.140, -0.156], [-2.773, 1.231, 0.299], [-2.896, -0.189, -0.580], [-0.613, 2.655, -0.373], [2.061, 1.805, -0.027], [2.041, -1.925, -0.490], [3.041, -0.652, -0.072], [-0.853, -2.503, 1.151]],
  "mulliken_charge": [-0.57, 0.33, -0.53, -0.58, 0.30, -0.54, -0.08, -0.21, 0.26, 0.26, 0.32, 0.35, 0.24, 0.27, 0.16],
  "smiles": "Nc1ccc(N)n1S",
  "e_lumo_ev": 0.70,
  "gap_ev": 7.7,
  "molar_mass_g_mol": 129.188,
  "homo_ev": -7.04,
  "fmax_ev_per_a": 2.14
}